(1)
DFT (the ωB97M-V functional and the def2-TZVPD basis) results for the ion C5H10N2 with charge -1.

- ⟨S²⟩ = 0.760
- net charge = -1
- 2S+1 = 2
- HOMO (alpha / beta) (eV) = -0.16 / -3.03

Element x y z (Å)
C: 0.74864 0.10806 -1.34915
C: 0.90006 0.17107 0.15979
C: -0.42761 -0.26439 0.82442
C: -0.59641 -1.58634 1.12553
C: -1.35123 1.89573 0.99880
N: -1.45554 0.59141 0.71505
N: 1.59364 -0.96187 -1.92727
H: 1.08191 1.00334 -1.88928
H: -0.30807 -0.01777 -1.57705
H: 1.66313 -0.50348 0.54005
H: 1.07654 1.14820 0.61236
H: 0.17194 -2.34100 0.98662
H: -1.54186 -1.92178 1.53640
H: -2.23440 2.50949 1.15891
H: -0.39304 2.37378 1.26930
H: 1.59752 -0.86724 -2.93580
H: 1.32312 -1.89078 -1.63163

---

(2)
DFT (the ωB97M-V functional and the def2-TZVPD basis) results for a cluster of 2 separate species, C5H10N2 in total.

- net charge = 0
- SMILES string = [H]/N=C/N.C=CC=C
- HOMO (eV) = -8.60

Element x y z (Å)
C: 2.94923 0.30736 0.68610
C: 2.00066 0.95494 1.35396
C: 0.62639 1.09668 0.88999
C: -0.28110 1.80298 1.55504
H: 2.71319 -0.25257 -0.21121
H: 3.97955 0.34237 1.00974
H: 2.24246 1.41950 2.30597
H: 0.36288 0.64204 -0.06123
H: -1.27777 1.98561 1.17843
H: -0.01057 2.27581 2.49442
N: -2.14692 -2.24388 -0.89528
C: -1.94230 -1.38035 -1.93201
N: -0.94392 -0.59313 -1.95850
H: -3.01462 -2.74233 -0.84546
H: -1.59118 -2.12283 -0.06520
H: -2.76526 -1.37428 -2.65028
H: -0.90072 -0.11793 -2.85449

---

no.,DFT total energy (a.u.),largest force on an atom (eV Å⁻¹)
1,-305.9402,1.938
2,-305.9715,0.698